DFT (wB97M-V/def2-TZVPD) results for 3 unconnected molecules or ions with the total composition C38H71F3N5O4S at a distorted geometry.

Positions of all 122 atoms, in Å:
C -0.79 -4.31 2.98
C -1.40 -4.28 1.59
O -0.48 -3.69 0.68
C -1.07 -3.15 -0.48
C -0.75 -1.67 -0.78
C -0.51 -0.72 0.40
C -1.81 -0.64 1.21
O -2.95 -0.41 0.40
C -4.08 -1.13 0.78
C -4.48 -2.17 -0.06
C -5.57 -3.00 0.23
C -5.91 -4.12 -0.70
C -6.28 -2.76 1.41
C -5.91 -1.69 2.22
C -4.82 -0.85 1.94
C -4.58 0.28 2.92
C -4.02 1.58 2.32
C -3.80 -0.18 4.17
N 0.46 -1.26 1.36
C 1.70 -1.46 0.95
N 2.57 -2.13 1.78
N 2.11 -0.99 -0.24
C 2.71 -1.98 -1.14
N 4.02 -1.61 -1.65
C 4.91 -2.77 -1.75
C 1.49 0.27 -0.76
S 1.41 0.33 -2.59
C 2.58 1.36 -0.46
F 2.15 2.59 -0.60
F 3.14 1.18 0.72
F 3.57 1.22 -1.35
C 0.11 0.65 -0.03
C -0.90 1.36 -0.93
O -0.39 2.60 -1.38
O -1.26 3.02 -2.42
N 0.52 1.37 1.15
C -0.14 2.17 1.90
C -0.95 3.37 1.47
C 0.06 2.05 3.38
H -0.04 -5.09 3.10
H -1.60 -4.43 3.69
H -0.37 -3.32 3.17
H -2.33 -3.72 1.65
H -1.66 -5.29 1.27
H -2.15 -3.33 -0.46
H -0.71 -3.72 -1.34
H 0.07 -1.66 -1.49
H -1.59 -1.28 -1.35
H -1.78 0.09 2.02
H -1.91 -1.61 1.69
H -3.95 -2.35 -0.98
H -5.18 -4.92 -0.58
H -5.81 -3.78 -1.73
H -6.89 -4.54 -0.51
H -7.11 -3.40 1.68
H -6.48 -1.51 3.12
H -5.57 0.54 3.29
H -4.54 2.42 2.78
H -2.97 1.70 2.58
H -4.17 1.66 1.25
H -4.49 -0.64 4.86
H -2.99 -0.87 3.93
H -3.42 0.70 4.67
H 0.38 -0.87 2.29
H 2.77 -3.10 1.63
H 2.93 -1.64 2.58
H 2.86 -2.89 -0.56
H 2.05 -2.27 -1.95
H 3.88 -1.25 -2.59
H 4.56 -3.53 -2.45
H 5.87 -2.42 -2.13
H 5.08 -3.18 -0.76
H 0.26 -0.29 -2.88
H -1.25 0.79 -1.78
H -1.78 1.57 -0.32
H -1.52 3.90 -2.14
H -0.85 4.15 2.21
H -0.52 3.75 0.55
H -2.00 3.16 1.29
H 0.29 3.01 3.84
H 0.86 1.35 3.59
H -0.86 1.66 3.84
C -2.92 2.15 -8.86
C -3.84 1.64 -7.75
C -3.79 2.50 -6.49
C -2.42 2.57 -5.80
C -1.85 1.21 -5.40
C -2.70 0.47 -4.37
H -1.87 2.13 -8.57
H -3.02 1.53 -9.76
H -3.18 3.17 -9.14
H -3.59 0.61 -7.52
H -4.87 1.63 -8.12
H -4.54 2.13 -5.78
H -4.10 3.52 -6.74
H -2.51 3.19 -4.91
H -1.71 3.07 -6.46
H -0.85 1.38 -4.97
H -1.70 0.58 -6.28
H -2.83 1.07 -3.47
H -2.23 -0.48 -4.09
H -3.69 0.22 -4.77
C 6.13 1.07 1.35
C 7.41 0.88 2.16
C 7.15 0.51 3.62
C 6.39 1.57 4.43
C 7.05 2.95 4.46
C 8.42 2.95 5.12
H 5.53 1.90 1.73
H 6.36 1.29 0.31
H 5.52 0.16 1.37
H 8.02 1.78 2.10
H 8.00 0.08 1.71
H 8.11 0.30 4.11
H 6.59 -0.42 3.66
H 6.27 1.21 5.45
H 5.38 1.67 4.03
H 6.39 3.63 5.02
H 7.12 3.36 3.45
H 8.36 2.57 6.15
H 8.83 3.96 5.16
H 9.13 2.33 4.58

Output
Net charge: +1
HOMO energy (eV): -11.15
Strongest force on any atom (Eh/bohr): 0.051
Orbital gap (eV): 8.18